1.
DFT (ωB97M-V with the def2-TZVPD basis set) results for a molecular structure, C19H53Br4O20P5.

Calculated values
E (a.u.): -14263.0484
Molecular weight (u): 1076.10
HOMO-LUMO gap (eV): 8.5
LUMO level (eV): -0.05

Cartesian coordinates (Å):
Br: -0.42274 3.60630 3.41898
C: -0.98088 3.80465 1.53280
C: -1.84686 2.73434 1.08804
Br: -2.33550 3.12932 -0.79940
H: -0.08743 3.71203 0.91535
H: -1.48246 4.75844 1.36902
H: -2.86107 2.56166 1.44809
H: -1.32019 1.78022 1.06863
Br: 4.43019 3.37277 2.21469
C: 2.43966 3.30397 2.49848
C: 2.12689 2.23219 3.52020
Br: 3.08002 0.46312 3.08466
H: 1.95311 3.05543 1.55530
H: 2.17708 4.33506 2.73518
H: 1.07819 2.03524 3.74277
H: 2.55138 2.56236 4.46831
C: -5.35176 -2.98966 -2.70503
O: -4.98901 -1.87441 -1.90722
P: -4.45016 -2.05489 -0.42612
O: -5.20657 -3.13419 0.30677
O: -2.86960 -2.23908 -0.55902
C: -2.20601 -2.71330 0.61488
O: -4.63142 -0.54607 0.14638
C: -3.91179 0.59969 -0.36052
H: -4.34548 -3.31532 -2.96854
H: -5.84880 -2.69902 -3.63055
H: -5.91008 -3.74373 -2.15028
H: -1.19094 -2.31704 0.58823
H: -2.22043 -3.79525 0.74626
H: -2.56498 -2.24915 1.53348
H: -3.06729 0.06243 -0.79211
H: -3.54088 1.31673 0.37187
H: -4.49814 0.98243 -1.19587
C: -0.07085 2.63724 -1.99272
O: -0.17266 2.40410 -3.35778
P: 1.00068 3.05079 -4.25788
O: 2.35849 3.13046 -3.65221
O: 0.42324 4.46593 -4.77801
C: 0.22325 5.58919 -3.87096
O: 0.84358 2.20500 -5.56973
C: 1.60121 1.09996 -5.81291
H: -1.07866 2.92882 -1.69707
H: 0.54417 3.49817 -1.73071
H: 0.33678 1.81309 -1.40731
H: -0.81105 5.70106 -3.54567
H: 0.61693 6.52016 -4.27889
H: 0.73672 5.31732 -2.94872
H: 1.11731 0.40644 -6.50065
H: 1.83747 0.44078 -4.97760
H: 2.53355 1.39636 -6.29354
C: -1.83480 -2.49453 -2.12510
O: -1.78372 -1.94243 -3.37515
P: -1.69887 -0.35309 -3.58599
O: -2.80320 0.35963 -2.80929
O: -1.73098 -0.08157 -5.15863
C: -1.34634 1.19090 -5.75754
O: -0.15578 -0.11530 -3.12235
C: 0.84715 -0.96273 -3.72402
H: -1.73207 -1.79257 -1.29759
H: -1.17928 -3.36538 -2.12473
H: -2.84988 -2.87680 -2.01753
H: -0.56795 0.94766 -6.48075
H: -0.90919 1.96599 -5.12805
H: -2.24165 1.60400 -6.22216
H: 1.57350 -0.18609 -3.96347
H: 0.53401 -1.67173 -4.49042
H: 1.29792 -1.58417 -2.95026
C: 1.96236 -2.17122 3.42496
O: 2.19802 -2.56470 4.78753
P: 3.08491 -3.89093 5.04558
O: 2.78031 -5.06805 4.17349
O: 4.64363 -3.29849 4.94456
C: 5.62897 -4.34747 5.27866
O: 2.78744 -4.20188 6.63059
C: 3.27271 -3.27530 7.51472
H: 2.41993 -1.21807 3.15996
H: 0.89698 -2.00178 3.26896
H: 2.34219 -2.73347 2.57190
H: 6.35454 -4.24814 4.47131
H: 5.26697 -5.36979 5.16946
H: 6.17082 -4.13274 6.19973
H: 2.44487 -2.84436 8.07782
H: 3.79034 -2.38639 7.15414
H: 3.98062 -3.76580 8.18284
C: 2.06294 -1.17526 0.45708
O: 0.73269 -0.95973 0.40573
P: 0.11891 0.22227 1.24366
O: 1.06127 1.41982 1.40755
O: -1.32051 0.56729 0.48377
C: -1.44664 0.66131 -0.90072
O: -0.27683 -0.53124 2.58063
C: -0.18226 0.17847 3.82750
H: 2.37927 -1.62331 1.39904
H: 2.70639 -0.29798 0.39041
H: 2.38281 -1.89011 -0.30106
H: -1.88984 -0.20339 -1.39466
H: -0.47166 0.83100 -1.35756
H: -2.18588 1.41150 -1.18154
H: 0.49798 -0.31447 4.52203
H: -1.20362 -0.02623 4.14845
H: -0.14574 1.26473 3.74513

=====

2.
DFT (ωB97M-V with the def2-TZVPD basis set) results for 7 unconnected molecules or ions with the total composition CH15NO6.

Calculated values
Structure (SMILES): C=N.O.O.O.O.O.O
E (a.u.): -553.1163
Molecular weight (u): 137.13
HOMO-LUMO gap (eV): 10.6
LUMO level (eV): 0.21

Cartesian coordinates (Å):
C: 1.67380 1.16626 -0.25869
N: 0.78831 0.37615 -0.77469
H: 2.72649 0.90842 -0.53523
H: 1.49075 1.67741 0.70830
H: -0.22291 0.50724 -0.45256
O: 1.50479 -1.86427 2.05857
H: 1.80549 -1.03190 1.89208
H: 1.35300 -2.31091 1.32809
O: -0.51427 3.71798 -0.72346
H: 0.33723 3.26683 -0.90921
H: -0.75838 2.96418 -0.17722
O: -2.34435 -1.61571 -0.09972
H: -3.35220 -2.03535 0.01328
H: -1.91416 -1.92979 0.73673
O: -1.44324 1.35165 -2.38599
H: -1.64021 1.43975 -3.29335
H: -2.12853 0.64963 -2.09466
O: 1.00976 -2.57741 -1.74712
H: 1.10866 -2.64742 -2.57578
H: 0.84091 -1.81299 -1.36812
O: -0.05763 -0.03763 3.36088
H: -0.67995 -0.65933 3.46009
H: 0.41664 0.49722 3.83776

=====

3.
DFT (ωB97M-V with the def2-TZVPD basis set) results for a single C3H8N2 molecule.

Calculated values
Structure (SMILES): [H]/N=C(\N)CC
E (a.u.): -228.6106
Molecular weight (u): 72.11
HOMO-LUMO gap (eV): 10.1
LUMO level (eV): 0.98

Cartesian coordinates (Å):
H: 0.11810 -2.51663 0.20313
N: -0.41557 -1.64737 0.15893
C: 0.33283 -0.69462 -0.27338
N: 1.70327 -0.82840 -0.37068
C: -0.14246 0.73543 -0.33546
C: -1.39472 1.03002 0.46410
H: 2.30822 -0.03919 -0.56607
H: 2.12586 -1.63829 0.06456
H: -0.26154 1.01621 -1.38714
H: 0.79018 1.26364 0.04318
H: -2.26786 0.53810 0.02170
H: -1.59305 2.10601 0.48168
H: -1.30326 0.67509 1.49547

=====

4.
DFT (ωB97M-V with the def2-TZVPD basis set) results for a molecular structure, C35H33BF2N3O2PSSeTc.

Calculated values
<S²>: 3.779
E (a.u.): -5114.8609
Molecular weight (u): 816.48
HOMO-LUMO gap (spin up / spin down) (eV): 7.7 / 7.1
Multiplicity: 4
LUMO level (spin up / spin down) (eV): 0.37 / -0.48

Cartesian coordinates (Å):
Tc: 0.26523 0.69974 -0.43895
N: 2.86732 0.89519 3.14323
C: 2.32147 0.77156 1.89984
S: 0.78113 1.59043 1.69986
N: 2.98033 0.07566 1.03067
N: 2.34774 -0.01282 -0.19817
C: 2.99468 -0.65145 -1.10078
C: 2.54632 -0.86104 -2.46669
C: 3.50527 -1.33934 -3.36495
C: 3.21014 -1.57443 -4.69076
C: 1.91575 -1.33839 -5.14448
C: 0.94203 -0.87925 -4.28402
C: 1.23183 -0.63145 -2.93390
O: 0.23503 -0.24035 -2.16696
H: 2.51271 1.61987 3.74003
H: 3.83946 0.65362 3.23057
H: 3.97288 -1.04950 -0.83053
H: 4.50480 -1.52128 -2.99535
H: 3.97040 -1.93551 -5.36545
H: 1.66671 -1.51327 -6.18103
H: -0.06532 -0.68842 -4.62327
C: 1.20761 7.83181 1.84245
C: 1.07255 6.55503 1.06542
C: -0.17059 6.03762 0.74412
C: -0.31755 4.86953 0.00234
C: -1.69570 4.35895 -0.27593
C: 0.82456 4.20672 -0.44286
Se: 0.72414 2.72015 -1.66488
C: 2.09749 4.68679 -0.09289
C: 3.35992 3.97700 -0.47511
C: 2.19506 5.85632 0.64741
H: 0.23772 8.18484 2.19086
H: 1.65007 8.61955 1.22867
H: 1.85135 7.69828 2.71340
H: -1.06128 6.54893 1.08273
H: -2.43961 5.01552 0.16775
H: -1.82671 3.36771 0.16471
H: -1.89362 4.26453 -1.34274
H: 3.25107 2.89643 -0.39949
H: 4.17441 4.29194 0.17492
H: 3.64485 4.19903 -1.50432
H: 3.17854 6.22097 0.91438
F: -2.51942 0.96917 0.94728
B: -1.88152 1.04267 -0.22756
F: -2.68939 1.24743 -1.26188
O: -0.06582 -1.20847 0.43767
P: -1.11048 -2.28218 0.60669
C: -1.87380 -2.21586 2.23098
C: -2.74307 -3.21706 2.66508
C: -3.30269 -3.14491 3.92750
C: -2.99103 -2.07814 4.76115
C: -2.12306 -1.08869 4.33469
C: -1.55985 -1.15304 3.06834
C: -0.27613 -3.86555 0.44968
C: 1.08157 -3.90742 0.75681
C: 1.76112 -5.11247 0.69995
C: 1.09004 -6.27079 0.34103
C: -0.25915 -6.22835 0.02793
C: -0.94268 -5.02644 0.07939
C: -2.39591 -2.21787 -0.64082
C: -3.72524 -1.93805 -0.33619
C: -4.65993 -1.82838 -1.35463
C: -4.26710 -1.99004 -2.67289
C: -2.94242 -2.26223 -2.98231
C: -2.00710 -2.37800 -1.97183
H: -2.98046 -4.05334 2.01994
H: -3.97708 -3.92093 4.26390
H: -3.42988 -2.02346 5.74830
H: -1.88206 -0.25969 4.98434
H: -0.88873 -0.37945 2.72531
H: 1.59485 -2.99470 1.02440
H: 2.81538 -5.14455 0.93237
H: 1.62272 -7.21006 0.29708
H: -0.77647 -7.12991 -0.26600
H: -1.98895 -4.98999 -0.19374
H: -4.02587 -1.78026 0.68945
H: -5.68947 -1.60123 -1.11560
H: -4.99610 -1.89136 -3.46710
H: -2.63666 -2.37518 -4.01217
H: -0.96836 -2.56848 -2.21642

=====

5.
DFT (ωB97M-V with the def2-TZVPD basis set) results for a molecular structure, C40H37CdNO5P2.

Calculated values
E (a.u.): -2827.8429
Molecular weight (u): 786.10
HOMO-LUMO gap (eV): 8.3
LUMO level (eV): 0.15

Cartesian coordinates (Å):
Cd: 9.80083 10.91592 12.06560
O: 5.69749 11.75336 12.47905
C: 6.83355 11.43206 12.82166
O: 7.90129 11.78629 12.16292
C: 6.99867 10.75533 14.15529
C: 8.08244 11.56588 14.99518
C: 8.01746 11.17082 16.49359
C: 8.42905 9.64017 16.43774
C: 8.92170 9.54783 14.98928
O: 9.28173 10.91467 14.57498
C: 7.64633 9.28473 14.15607
C: 7.91638 8.63200 12.79507
O: 7.10512 7.78730 12.37780
O: 9.00532 8.90809 12.19693
H: 6.05129 10.83361 14.63787
H: 8.28042 12.63339 14.77029
H: 6.98648 11.28120 16.77883
H: 8.66680 11.93327 17.05616
H: 7.58662 8.90038 16.62064
H: 9.16625 9.50964 17.22005
H: 9.82164 8.94898 14.75915
H: 6.99483 8.59642 14.71171
C: 12.56350 11.64295 9.99016
N: 12.11995 10.61837 9.05126
C: 10.80444 10.62384 8.43610
P: 9.47993 11.54023 9.32237
C: 7.97575 10.82242 8.69052
C: 7.62678 9.55244 9.15581
C: 6.41160 8.96338 8.81502
C: 5.48707 9.66262 8.03994
C: 5.79428 10.94510 7.65674
C: 7.04571 11.51455 7.93383
C: 9.57311 13.27747 8.77444
C: 9.12367 14.23803 9.65452
C: 9.09758 15.57390 9.25741
C: 9.57821 15.98476 8.01278
C: 10.09184 15.00651 7.22549
C: 10.05430 13.65536 7.52972
C: 13.03881 9.66420 8.65862
C: 14.35599 10.06950 8.25923
C: 15.26620 9.07159 7.85903
C: 14.88256 7.73112 7.76822
C: 13.60108 7.39459 8.13955
C: 12.69362 8.31402 8.67669
P: 12.27721 11.12309 11.71359
C: 13.11805 9.56114 11.93692
C: 14.51132 9.49528 11.74878
C: 15.12673 8.23658 11.64368
C: 14.27790 7.05559 11.81091
C: 12.92111 7.11293 12.06692
C: 12.33528 8.36019 12.07080
C: 13.27556 12.38851 12.61646
C: 13.14263 12.28131 14.03231
C: 13.65999 13.27344 14.85986
C: 14.32110 14.38245 14.32827
C: 14.41114 14.51352 12.95411
C: 13.87062 13.53050 12.06968
H: 12.04128 12.57353 9.88978
H: 13.59556 11.86484 9.86976
H: 10.48434 9.54223 8.35451
H: 10.86104 10.91702 7.34632
H: 8.30577 8.99466 9.85348
H: 6.20162 8.02130 9.28522
H: 4.50778 9.26995 7.86215
H: 5.11884 11.49213 7.04205
H: 7.31470 12.50065 7.57320
H: 8.79511 13.94685 10.62008
H: 8.85397 16.32204 10.01557
H: 9.61061 17.03963 7.79303
H: 10.58150 15.21471 6.22968
H: 10.42433 12.92385 6.85523
H: 14.68282 11.07777 8.18580
H: 16.29162 9.35889 7.53729
H: 15.62490 6.98733 7.48386
H: 13.30947 6.34792 8.17848
H: 11.76915 7.92234 9.01870
H: 15.17212 10.34519 11.62549
H: 16.16119 8.09269 11.37863
H: 14.74871 6.08297 11.74283
H: 12.36875 6.20398 12.20164
H: 11.20210 8.35260 12.19726
H: 12.47249 11.46930 14.38914
H: 13.49955 13.28794 15.91746
H: 14.73846 15.21786 14.88367
H: 14.80427 15.44478 12.51903
H: 14.15652 13.77465 11.02613

=====

6.
DFT (ωB97M-V with the def2-TZVPD basis set) results for a single C50H74O14 molecule.

Calculated values
E (a.u.): -3002.9797
Molecular weight (u): 899.13
HOMO-LUMO gap (eV): 9.6
LUMO level (eV): 0.38

Cartesian coordinates (Å):
C: 8.88228 4.78044 2.06911
C: 8.94257 4.49216 0.61384
C: 9.61953 5.21687 -0.27996
C: 9.56920 4.92318 -1.72163
O: 9.84480 5.72178 -2.57780
O: 9.15454 3.68463 -2.08091
C: 8.96744 2.70838 -1.06811
C: 8.25569 1.49689 -1.68479
H: 8.94972 0.67981 -1.87132
H: 7.82385 1.79626 -2.63963
C: 7.15530 1.01530 -0.73995
O: 6.76676 -0.29591 -1.05631
C: 5.52058 -0.66138 -0.46728
H: 5.61662 -1.71753 -0.19696
C: 4.42779 -0.51286 -1.53932
H: 4.56802 -1.32906 -2.24798
H: 4.60743 0.42228 -2.07651
C: 2.97523 -0.51899 -1.04681
C: 2.05160 -0.85497 -2.21751
H: 2.25876 -0.19972 -3.06034
H: 1.00840 -0.72396 -1.93462
H: 2.20283 -1.88343 -2.53504
H: 2.71107 0.48388 -0.69280
C: 2.74262 -1.48664 0.13302
O: 3.48286 -2.66844 -0.09271
C: 2.97967 -3.93974 0.26559
H: 3.89917 -4.54026 0.25237
C: 2.04305 -4.52703 -0.81482
C: 0.61344 -4.05195 -0.60771
O: -0.26136 -4.58757 -1.57178
C: -1.57346 -4.01235 -1.56773
C: -2.58593 -5.15842 -1.61505
H: -2.35789 -5.79606 -2.46444
H: -2.53897 -5.75104 -0.70757
H: -3.58843 -4.75521 -1.71104
C: -1.80666 -3.11466 -0.32244
C: -1.26669 -3.73414 0.98004
H: -2.00248 -4.45134 1.34095
H: -1.17446 -2.94864 1.73183
C: 0.11366 -4.40784 0.80298
C: -0.05753 -5.92085 0.98622
H: -0.33902 -6.12375 2.01644
H: 0.84313 -6.47331 0.75177
H: -0.83915 -6.27349 0.32221
O: 0.98247 -3.82254 1.76799
C: 2.38674 -4.07226 1.69615
C: 2.75385 -5.47401 2.23168
H: 2.69683 -6.24268 1.46815
H: 3.77335 -5.45684 2.60842
H: 2.08549 -5.73329 3.04812
C: 3.03889 -3.07585 2.68360
C: 2.52187 -1.64104 2.64707
H: 2.81800 -1.14770 3.57378
H: 1.43422 -1.64420 2.58402
C: 3.10122 -0.83088 1.48845
O: 4.48274 -0.70469 1.72981
C: 5.21101 0.11025 0.83599
C: 6.48639 0.49043 1.60285
H: 6.81328 -0.41233 2.11785
H: 6.23741 1.23350 2.36069
C: 7.62848 1.04312 0.72447
C: 8.87362 0.16894 0.92285
H: 9.09350 0.09554 1.98481
H: 9.74181 0.58847 0.42474
H: 8.67786 -0.82097 0.52079
O: 7.91071 2.38673 1.13036
C: 8.16020 3.30760 0.09451
H: 7.20295 3.68815 -0.31151
H: 4.62559 1.01531 0.60684
H: 2.63847 0.17435 1.49604
H: 2.85803 -3.46521 3.68635
H: 4.11306 -3.06089 2.50085
H: -1.29563 -2.15811 -0.48688
O: -3.19418 -2.86839 -0.17332
C: -3.60187 -1.52565 -0.23570
C: -5.08292 -1.49441 0.13856
H: -5.21443 -1.87840 1.14994
H: -5.64274 -2.13779 -0.54078
C: -5.59420 -0.06119 0.03930
C: -5.36299 0.44510 -1.39121
C: -5.83884 1.89545 -1.53900
H: -6.34514 2.04473 -2.49171
C: -6.79939 2.25704 -0.40576
O: -7.56485 3.37749 -0.79618
C: -8.38694 3.92395 0.23246
H: -9.00176 4.65603 -0.30677
C: -9.31442 2.84446 0.81714
H: -9.77898 3.21837 1.72856
H: -10.10006 2.61714 0.09673
C: -8.58717 1.54009 1.14889
O: -7.78042 1.71869 2.28748
H: -7.26213 0.90859 2.38472
H: -9.33531 0.75727 1.35783
C: -7.72413 1.08009 -0.05237
C: -8.61510 0.67733 -1.23039
H: -8.98316 1.56602 -1.73478
H: -9.45531 0.08591 -0.87490
H: -8.05545 0.07755 -1.94080
O: -6.95907 -0.03971 0.40937
C: -7.61629 4.66918 1.33229
H: -8.35619 4.95074 2.08362
H: -6.91407 3.99467 1.82222
C: -6.89207 5.94820 0.88608
C: -6.52933 6.76705 2.12550
H: -6.05982 7.70536 1.84115
H: -5.83684 6.21214 2.75494
H: -7.41814 6.99322 2.70992
C: -5.62235 5.68333 0.05590
O: -5.86206 5.49914 -1.31252
H: -6.47630 4.75215 -1.40598
H: -4.96485 6.55536 0.11571
H: -5.07879 4.82302 0.47847
H: -7.57064 6.53901 0.26029
H: -6.22535 2.49897 0.49957
H: -4.96709 2.54959 -1.51573
O: -3.98604 0.39823 -1.70260
C: -3.38950 -0.88644 -1.64305
C: -3.83331 -1.82106 -2.72879
C: -3.10346 -2.80703 -3.23198
C: -1.69834 -3.16332 -2.86343
H: -1.25598 -3.75993 -3.66235
H: -1.09144 -2.26133 -2.74765
H: -3.55095 -3.43360 -3.99170
H: -4.83474 -1.66778 -3.10181
H: -2.32211 -0.66994 -1.77342
H: -5.92519 -0.21040 -2.07144
H: -5.00390 0.57138 0.72494
H: -3.03675 -0.91851 0.49318
H: 0.62008 -2.95926 -0.70069
H: 2.07809 -5.61531 -0.79447
H: 2.39934 -4.20513 -1.79426
H: 1.66902 -1.69463 0.19741
H: 6.29164 1.69158 -0.83281
H: 9.95893 2.42962 -0.67938
H: 10.17074 6.10211 -0.00528
H: 7.85625 5.00907 2.35334
H: 9.52705 5.61431 2.32989
H: 9.17366 3.89029 2.62326